{"formula": "C3H7NO", "method": "ωB97M-V with the def2-TZVPD basis set", "symbols": ["O", "C", "C", "C", "N", "H", "H", "H", "H", "H", "H", "H"], "coordinates": [[1.916, -0.003, 0.005], [1.215, -0.153, -0.965], [-0.253, 0.124, -0.991], [-1.098, -0.295, 0.167], [-0.743, 1.096, -0.013], [1.253, -0.126, 2.243], [1.031, -0.404, 2.898], [1.637, -0.546, -1.914], [-0.715, 0.091, -1.977], [-0.615, -0.781, 1.011], [-2.112, -0.624, -0.052], [-1.516, 1.621, -0.411]], "de_lowest_ev": 3.185, "lumo_energy_ev": 0.90, "orbital_gap_ev": 10.770, "multiplicity": 1, "smiles": "O=C[C@H]1CN1.[H][H]", "total_energy_ev": -6759.56550}